# 1
{"formula": "C5H4CuLiO7", "method": "ωB97M-V/def2-TZVPD", "relative_energy_kcal_mol": 74.9, "total_energy_ha": -2367.59412, "orbital_gap_ev": 5.88, "lumo_energy_ev": -1.38, "homo_ev": -7.26, "elements": ["O", "C", "O", "O", "O", "C", "C", "O", "C", "H", "H", "H", "H", "Cu", "Li", "O", "O", "C"], "xyz": [[-1.06507, -1.41228, -1.71950], [-1.59809, -0.66350, -0.86575], [-2.54343, -0.91596, -0.08386], [-0.92959, 0.64839, 1.70040], [0.52578, -1.04505, 1.57833], [1.91847, -0.90463, 1.30196], [1.99661, 0.39397, 0.49976], [0.63900, 0.61321, 0.10608], [-0.18811, -0.05144, 0.98264], [2.46171, -0.86160, 2.25269], [2.25564, -1.77647, 0.72663], [2.63377, 0.32073, -0.38756], [2.35543, 1.24531, 1.08993], [0.29799, -0.37068, -3.03435], [-2.70042, 0.71857, 0.97425], [-1.33177, 1.22845, -2.60113], [-2.64275, 1.78070, -0.86127], [-2.08518, 1.05227, -1.65926]], "forces_ev_per_a": [[1.4633, -0.2510, 0.2253], [-3.5836, 1.3934, -2.4271], [1.0324, -0.7525, 0.6912], [-0.9116, -1.8924, -1.8445], [-1.0026, -0.6478, -0.3922], [0.1745, -0.3980, -0.4421], [0.1210, -0.0785, -0.1403], [-0.1547, -0.2957, -0.9207], [2.9216, 3.7493, 3.8159], [-0.2349, -0.0019, -0.2028], [-0.0765, 0.1933, 0.1476], [-0.2411, -0.0716, 0.0984], [-0.2680, -0.1078, 0.0203], [-1.8190, 0.1717, 1.1444], [0.0710, 0.0200, -0.7680], [0.0964, -0.0503, -1.8457], [-1.4005, -0.1815, 0.1728], [3.8123, -0.7985, 2.6673]], "lowdin_charge": [-0.063, -0.593, -0.076, 0.021, 0.054, -0.100, -0.105, 0.003, -0.513, 0.136, 0.132, 0.126, 0.135, 0.645, 0.754, -0.010, -0.010, -0.535]}


# 2
{"formula": "C51H30N8OOsS3Te", "method": "ωB97M-V/def2-TZVPD", "spin_multiplicity": 5, "relative_energy_kcal_mol": 151.9, "total_energy_ha": -4027.89562, "orbital_gap_ev": [5.31, 5.34], "lumo_energy_ev": [-0.92, -1.82], "homo_ev": [-6.23, -7.16], "elements": ["Os", "C", "C", "C", "C", "C", "N", "C", "N", "C", "C", "C", "C", "C", "C", "C", "C", "N", "C", "N", "C", "N", "C", "N", "C", "N", "C", "C", "C", "C", "C", "C", "C", "C", "C", "C", "C", "C", "N", "C", "C", "H", "H", "H", "H", "H", "H", "H", "H", "H", "H", "H", "H", "H", "H", "H", "H", "O", "C", "C", "C", "C", "C", "S", "C", "C", "C", "C", "S", "C", "C", "C", "C", "S", "H", "H", "H", "H", "H", "H", "H", "H", "H", "Te", "C", "C", "C", "C", "C", "C", "H", "H", "H", "H", "H"], "xyz": [[-1.41712, -0.26837, 0.47985], [-0.71697, -1.74812, -5.98132], [0.35410, -0.84974, -5.95497], [0.66196, -0.12427, -4.81534], [-0.12481, -0.33253, -3.69174], [-0.11455, 0.23477, -2.35722], [-1.13787, -0.37351, -1.59987], [-1.84410, -1.16774, -2.40961], [-3.02123, -1.76146, -2.16844], [-3.72864, -1.42452, -1.10645], [-5.13476, -1.79092, -0.92605], [-5.98599, -2.57057, -1.69004], [-7.29520, -2.70521, -1.25166], [-7.73862, -2.06196, -0.09243], [-6.88845, -1.26892, 0.66250], [-5.57493, -1.15113, 0.23400], [-4.44074, -0.40128, 0.75294], [-4.50621, 0.44132, 1.75796], [-3.50418, 1.21573, 2.13135], [-2.20583, 1.19357, 1.64631], [-1.49642, 2.21173, 2.18492], [-0.24685, 2.54917, 1.93313], [0.61848, 1.78903, 1.25474], [0.43292, 0.54806, 0.85941], [0.99881, 2.21600, -1.36746], [0.55129, 1.22710, -1.91475], [2.26097, 2.25851, -0.56161], [4.35681, 2.36546, -0.37715], [4.59413, 2.85745, 1.08236], [3.64891, 3.93289, 1.56963], [2.35055, 3.65452, 1.58796], [2.00265, 2.32407, 1.01699], [-2.36507, 2.94281, 3.10495], [-2.13342, 4.04814, 3.90681], [-3.18287, 4.50176, 4.69095], [-4.42873, 3.86599, 4.66958], [-4.66135, 2.76248, 3.86534], [-3.60880, 2.30417, 3.08425], [-3.34784, -0.66167, -0.05755], [-1.19820, -1.22417, -3.71960], [-1.51407, -1.93879, -4.86448], [-0.92479, -2.29490, -6.89170], [0.95299, -0.71905, -6.84737], [1.48564, 0.57704, -4.79719], [-5.63368, -3.05216, -2.59233], [-7.98990, -3.31363, -1.81600], [-8.76816, -2.18732, 0.21726], [-7.22724, -0.76192, 1.55591], [5.30636, 2.21333, -0.88753], [5.62570, 3.20251, 1.15784], [4.04129, 4.87203, 1.93888], [1.57699, 4.31565, 1.95092], [-1.16565, 4.53169, 3.91442], [-3.04043, 5.36210, 5.33195], [-5.22435, 4.24730, 5.29664], [-5.62303, 2.26784, 3.84186], [-2.35537, -2.61888, -4.87105], [1.49950, -0.15319, 0.23501], [2.89304, 0.19140, 0.54709], [3.61775, -1.10649, 0.73555], [4.20947, -1.59209, 1.86979], [4.74128, -2.89535, 1.70399], [4.53847, -3.37880, 0.44747], [3.73947, -2.25091, -0.54534], [3.34332, 1.15057, -0.58905], [3.31843, 3.24049, -1.11255], [3.42128, 3.07555, -2.60307], [3.58372, 1.87310, -3.14533], [3.62964, 0.39658, -2.20752], [2.91354, 1.19011, 1.68423], [4.37102, 1.62787, 1.95694], [4.55566, 1.78187, 3.43423], [3.55999, 1.31493, 4.17308], [2.19472, 0.66318, 3.28958], [4.24976, -1.05077, 2.80238], [5.23743, -3.44985, 2.48675], [4.82880, -4.33904, 0.05194], [3.23958, 4.28126, -0.81335], [3.37059, 3.95107, -3.23746], [3.68926, 1.72345, -4.21217], [5.04384, 0.84361, 1.59365], [5.45938, 2.20708, 3.85173], [3.52306, 1.29779, 5.25321], [-0.98566, -2.56471, 1.75903], [-0.33807, -3.78720, 0.15568], [0.97569, -4.24514, 0.13386], [1.41083, -5.07085, -0.89378], [0.54570, -5.43893, -1.91350], [-0.76751, -4.98997, -1.89090], [-1.21053, -4.17943, -0.85562], [1.66423, -3.94977, 0.91672], [2.43536, -5.42367, -0.89862], [0.89044, -6.07607, -2.71808], [-1.45544, -5.27452, -2.67785], [-2.24117, -3.85464, -0.83845]], "forces_ev_per_a": [[0.0629, 0.2155, -0.2659], [-0.0259, -0.0228, 0.0001], [0.0226, 0.0214, -0.0075], [0.0054, -0.0058, 0.0078], [0.0332, 0.0315, -0.0195], [-0.1499, -0.0360, -0.0323], [0.0620, -0.0520, -0.0281], [0.0347, 0.0495, 0.0666], [-0.0513, 0.0014, 0.0593], [0.0380, -0.0444, -0.0955], [-0.0523, 0.0113, 0.0400], [0.0021, -0.0006, 0.0015], [0.0036, -0.0069, -0.0153], [-0.0135, 0.0019, 0.0115], [0.0004, 0.0053, 0.0094], [0.0105, -0.0223, -0.0449], [-0.0224, 0.0119, 0.0199], [-0.0365, -0.0088, 0.0137], [-0.0189, -0.0121, -0.0357], [0.0188, -0.0254, 0.1679], [0.0177, -0.0434, -0.0530], [0.0093, -0.0020, -0.0023], [0.0427, 0.0298, 0.0097], [-0.1783, -0.0870, -0.0433], [-0.0436, -0.0414, -0.0196], [0.0910, 0.0034, 0.0731], [0.0476, 0.0416, -0.0413], [-0.0027, 0.0014, 0.0087], [0.0069, -0.0060, -0.0133], [-0.0129, 0.0181, 0.0106], [-0.0014, 0.0179, -0.0090], [-0.0032, -0.0286, 0.0187], [-0.0575, -0.0002, 0.0367], [0.0062, -0.0087, -0.0163], [0.0080, 0.0167, 0.0118], [-0.0134, 0.0030, 0.0090], [0.0015, -0.0110, -0.0257], [0.0391, 0.0260, 0.0238], [0.1031, 0.0160, 0.0174], [-0.0021, 0.0121, -0.0030], [0.0078, -0.0097, -0.0091], [-0.0046, -0.0021, 0.0050], [0.0002, 0.0011, 0.0048], [-0.0026, -0.0005, -0.0047], [0.0015, 0.0000, 0.0007], [0.0031, -0.0003, 0.0003], [0.0030, 0.0036, 0.0033], [0.0012, -0.0016, -0.0016], [0.0017, 0.0137, -0.0003], [0.0011, -0.0062, -0.0030], [0.0054, -0.0058, -0.0018], [-0.0002, -0.0079, -0.0007], [-0.0014, -0.0016, -0.0008], [0.0002, -0.0028, -0.0016], [-0.0014, -0.0032, -0.0029], [0.0018, 0.0022, 0.0028], [0.0016, 0.0022, 0.0013], [0.0791, -0.0026, 0.0373], [-0.0487, 0.0556, -0.0427], [0.1135, 0.0479, 0.0206], [-0.0671, -0.0085, -0.0006], [-0.0455, -0.0372, 0.0009], [0.1052, 0.0307, -0.0240], [-0.1439, -0.0829, 0.0376], [-0.0135, -0.0169, 0.0090], [-0.0073, -0.0058, 0.0164], [0.0027, -0.0024, -0.0133], [0.0032, 0.0233, -0.0162], [-0.0016, -0.0075, 0.0135], [0.0034, -0.0224, -0.0104], [-0.0318, -0.0007, 0.0025], [0.0145, 0.0177, 0.0261], [0.0305, 0.0079, -0.0021], [-0.0109, -0.0322, -0.0134], [-0.0006, -0.0021, 0.0067], [-0.0050, 0.0043, 0.0029], [0.0180, 0.0176, -0.0136], [0.0030, 0.0015, 0.0031], [-0.0013, -0.0022, 0.0053], [-0.0019, -0.0056, 0.0043], [0.0049, -0.0038, 0.0021], [-0.0042, -0.0006, -0.0073], [-0.0088, -0.0032, -0.0036], [0.0304, -0.0445, 0.1071], [0.0171, -0.0294, 0.0156], [-0.0015, 0.0321, 0.0105], [0.0086, 0.0029, -0.0012], [-0.0011, -0.0006, -0.0062], [0.0052, -0.0102, -0.0102], [-0.0194, 0.0119, 0.0113], [-0.0098, -0.0060, -0.0008], [0.0010, 0.0039, -0.0023], [0.0000, 0.0018, 0.0028], [0.0007, -0.0009, 0.0055], [-0.0165, 0.0181, -0.0102]], "lowdin_charge": [1.187, -0.075, -0.071, -0.006, -0.085, -0.239, -0.008, -0.278, 0.186, -0.289, -0.099, -0.006, -0.073, -0.073, -0.005, -0.101, -0.260, 0.210, -0.251, -0.047, -0.264, 0.197, -0.376, -0.129, 0.103, 0.169, -0.254, -0.115, -0.180, -0.024, 0.012, -0.208, -0.099, -0.006, -0.075, -0.075, -0.007, -0.105, -0.069, -0.098, -0.005, 0.102, 0.103, 0.096, 0.114, 0.102, 0.102, 0.115, 0.148, 0.149, 0.118, 0.118, 0.113, 0.101, 0.102, 0.114, 0.115, -0.107, -0.380, -0.425, -0.114, -0.163, -0.405, 1.037, -0.434, -0.180, -0.107, -0.400, 0.996, -0.417, -0.239, -0.121, -0.370, 1.056, 0.092, 0.105, 0.070, 0.146, 0.111, 0.068, 0.153, 0.116, 0.074, 0.847, -0.642, -0.181, -0.106, -0.094, -0.090, -0.166, 0.076, 0.094, 0.099, 0.102, 0.075]}